Molecular formula: C16H15AuBF2N5
Method: DFT, ωB97M-V with the def2-TZVPD basis set

Geometry as ORCA input:
```
! wB97M-V def2-TZVPD RIJCOSX def2/J DEFGRID3
* xyz 2 1
Au -0.209 -0.379 -0.614
C -1.809 1.966 -1.350
N -2.142 0.535 -1.024
C -2.993 0.180 0.163
C -2.318 -0.866 1.049
N -1.189 -1.512 0.725
C -0.944 -2.463 1.707
C 0.078 -3.393 1.853
C 0.025 -4.202 2.969
C -1.013 -4.097 3.910
C -2.037 -3.184 3.765
C -1.981 -2.375 2.638
N -2.821 -1.356 2.180
C -0.293 2.168 -1.547
N 0.608 1.169 -1.587
C 1.843 1.717 -1.906
C 3.092 1.132 -2.083
C 4.134 1.980 -2.396
C 3.944 3.365 -2.536
C 2.705 3.950 -2.375
C 1.658 3.093 -2.065
N 0.298 3.328 -1.829
H -2.277 2.205 -2.307
H -2.220 2.661 -0.618
H -2.628 0.167 -1.834
H -3.297 1.058 0.730
H -3.908 -0.283 -0.212
H 0.863 -3.514 1.117
H 0.797 -4.944 3.119
H -1.013 -4.758 4.765
H -2.832 -3.103 4.493
H -3.674 -1.055 2.628
H 3.247 0.063 -2.021
H 5.122 1.568 -2.548
H 4.792 3.987 -2.788
H 2.563 5.017 -2.481
H -0.158 4.227 -1.882
F 2.136 -2.144 -0.766
B 1.616 -1.190 -0.042
F 2.235 -0.717 1.000
*
```

Calculated values
Relative energy (zero: lowest compared OMol25 entry of this formula, charge and spin): 8.8 kcal/mol
Orbital gap: 8.317 eV
Lowest unoccupied orbital energy: -6.70 eV
E_tot: -34078.8207 eV
E_HOMO: -15.02 eV